No. 1
113
Properties=species:S:1:pos:R:3:lowdin_spin:R:1 method="wB97M-V/def2-TZVPD" e_above_lowest_kcal_mol=0.0 s2=0.75 multiplicity=2 charge=+1 energy_ev=-160844.7012 homo_ev="-10.206 / -10.205"
Pt 0.7387 -0.5850 0.8304 0.657
C 3.4631 -0.2612 5.1868 0.000
O 2.4899 0.7346 4.8349 0.001
C 2.2327 1.0109 3.5670 0.003
O 1.3628 1.7839 3.2517 0.002
N 3.0735 0.4393 2.6215 0.004
N 2.5175 0.4139 1.3030 0.011
H 3.4329 -0.3191 6.2696 0.000
H 4.4597 0.0468 4.8687 0.000
H 3.1923 -1.2265 4.7595 0.000
H 3.4009 -0.4956 2.8356 0.000
H 3.1569 -0.1356 0.7293 0.000
H 2.5632 1.3646 0.9445 0.001
C 0.5886 2.8053 0.5463 0.001
C -0.1904 4.0928 0.2939 0.000
As 1.0983 5.5906 0.1020 0.000
C 2.0174 4.8426 -1.4542 0.000
C 1.3478 4.4587 -2.6145 0.000
C 2.0472 3.9161 -3.6806 0.000
C 3.4250 3.7493 -3.6003 0.000
C 4.1006 4.1265 -2.4506 0.000
C 3.3967 4.6719 -1.3821 0.000
C -0.0800 6.8212 -0.8494 0.000
C 0.4621 7.6838 -1.7988 0.000
C -0.3410 8.6108 -2.4453 0.000
C -1.6945 8.6890 -2.1469 0.000
C -2.2396 7.8390 -1.1972 0.000
C -1.4354 6.9092 -0.5506 0.000
P -0.4243 1.3084 0.4071 0.006
C -1.8265 1.4142 1.5327 0.004
C -3.0461 0.8030 1.2387 0.002
C -4.0835 0.8412 2.1550 0.000
C -3.9116 1.4877 3.3717 0.002
C -2.6993 2.0893 3.6721 0.000
C -1.6554 2.0526 2.7603 0.003
C -1.0320 1.4026 -1.2923 0.000
C -0.1395 1.1232 -2.3264 0.000
C -0.5283 1.2830 -3.6472 0.000
C -1.7999 1.7456 -3.9509 0.000
C -2.6746 2.0726 -2.9250 0.000
C -2.2947 1.9080 -1.6019 0.000
H 1.0673 2.8084 1.5248 0.000
H 1.3605 2.6885 -0.2262 0.000
H -0.8478 4.3115 1.1356 0.000
H -0.8015 4.0308 -0.6080 0.000
H 0.2752 4.5999 -2.6978 0.000
H 1.5194 3.6327 -4.5824 0.000
H 3.9705 3.3379 -4.4397 0.000
H 5.1748 4.0092 -2.3872 0.000
H 3.9299 4.9740 -0.4873 0.000
H 1.5163 7.6304 -2.0466 0.000
H 0.0917 9.2738 -3.1831 0.000
H -2.3207 9.4124 -2.6518 0.000
H -3.2926 7.8993 -0.9543 0.000
H -1.8811 6.2601 0.1942 0.000
H -3.1940 0.2744 0.3061 0.000
H -5.0234 0.3606 1.9174 0.000
H -4.7227 1.5180 4.0873 0.000
H -2.5548 2.5811 4.6243 0.000
H -0.7077 2.4931 3.0286 0.000
H 0.8621 0.7720 -2.1144 0.000
H 0.1738 1.0529 -4.4382 0.000
H -2.1054 1.8657 -4.9817 0.000
H -3.6586 2.4619 -3.1489 0.000
H -2.9824 2.2056 -0.8238 0.000
O 2.0524 -0.6549 -1.0749 0.158
N 2.0537 -1.7772 -1.7928 -0.001
C 0.9387 -2.1379 -2.4397 0.011
C 0.9171 -3.3050 -3.1729 -0.002
C 2.0554 -4.0877 -3.2402 0.014
C 3.1969 -3.6830 -2.5609 -0.001
C 3.1715 -2.5190 -1.8314 0.014
H 0.0853 -1.4903 -2.3122 0.000
H -0.0011 -3.5825 -3.6692 0.000
H 2.0546 -5.0070 -3.8076 0.001
H 4.1053 -4.2672 -2.5806 0.000
H 4.0004 -2.1293 -1.2615 0.000
C 1.9587 -7.4447 -0.8581 0.000
C 0.7529 -6.8669 -0.1754 0.000
C -0.5146 -7.3749 -0.4109 0.000
C -1.6098 -6.8895 0.2867 0.000
Cl -3.1877 -7.5496 -0.0304 0.000
C -1.4593 -5.9002 1.2369 0.000
C -0.2003 -5.3583 1.4653 0.000
C 0.8922 -5.8314 0.7561 0.000
O 2.1715 -5.3709 0.9088 0.000
C 2.4659 -4.4713 1.9479 0.000
C 2.1012 -3.0202 1.6926 0.001
O 2.5802 -2.1420 2.4201 0.001
O 1.2934 -2.7136 0.7735 0.011
H 1.6610 -8.0767 -1.6940 0.000
H 2.5414 -8.0553 -0.1659 0.000
H 2.6266 -6.6662 -1.2206 0.000
H -0.6494 -8.1728 -1.1294 0.000
H -2.3165 -5.5480 1.7922 0.000
H -0.1005 -4.5619 2.1905 0.000
H 3.5433 -4.5277 2.0965 0.000
H 1.9967 -4.7765 2.8891 0.000
O -0.7763 -1.3411 2.8626 0.088
C -1.4459 -1.7505 1.9242 0.008
N -1.0422 -1.5021 0.6373 0.002
C -1.9600 -1.9786 -0.2800 0.000
O -1.9250 -1.8646 -1.4843 0.000
C -3.0444 -2.6239 0.5351 0.000
C -4.1986 -3.2539 0.1253 0.000
C -5.0328 -3.7532 1.1261 0.000
C -4.7169 -3.6090 2.4740 0.000
C -3.5510 -2.9592 2.8808 0.000
C -2.7298 -2.4843 1.8813 0.001
H -4.4388 -3.3648 -0.9232 0.000
H -5.9437 -4.2669 0.8497 0.000
H -5.3887 -4.0099 3.2214 0.000
H -3.3027 -2.8419 3.9264 0.000

***

No. 2
118
Properties=species:S:1:pos:R:3:lowdin_spin:R:1 method="wB97M-V/def2-TZVPD" e_above_lowest_kcal_mol=68.7 s2=0.76 multiplicity=2 charge=-2 energy_ev=-167700.7373 homo_ev="-2.293 / -2.292"
Y -0.3295 0.9129 0.5646 0.003
S -0.3410 3.1281 2.4579 0.000
P 0.4354 4.0832 0.8245 0.000
C 1.2009 2.9654 -0.1670 0.001
P 2.6779 3.2372 -0.9405 0.000
S 4.3848 3.6610 0.1579 0.000
C 3.0905 1.8312 -2.1386 0.000
C 2.0339 1.1075 -2.7061 0.000
C 2.3542 -0.0380 -3.3802 0.000
C 3.6886 -0.3615 -3.6421 0.000
C 4.7125 0.3700 -3.1686 0.000
C 4.3923 1.5310 -2.4430 0.000
C 2.5708 4.7653 -1.9871 0.000
C 3.6402 5.5817 -2.2237 0.000
C 3.4685 6.7711 -2.9080 0.000
C 2.2511 7.1143 -3.4746 0.000
C 1.1620 6.2783 -3.3486 0.000
C 1.3793 5.1220 -2.5562 0.000
C 1.3813 5.4715 1.4504 0.000
C 1.9406 5.3153 2.7190 0.000
C 2.6380 6.3253 3.2857 0.000
C 2.8448 7.4922 2.6092 0.000
C 2.3648 7.7062 1.3304 0.000
C 1.5699 6.6629 0.7467 0.000
C -0.9030 4.9093 -0.0328 0.000
C -1.4928 6.0760 0.5170 0.000
C -2.5027 6.7671 -0.1093 0.000
C -2.9394 6.3412 -1.3901 0.000
C -2.3836 5.2365 -1.9616 0.000
C -1.4435 4.4740 -1.2632 0.000
H 0.9645 1.3475 -2.6201 0.000
H 1.6131 -0.7667 -3.7490 0.000
H 3.9442 -1.3299 -4.1017 0.000
H 5.7050 0.2809 -3.4187 0.000
H 5.1526 2.0106 -1.8538 0.000
H 4.6329 5.3848 -1.8933 0.000
H 4.3104 7.4499 -2.9529 0.000
H 2.2452 8.0312 -4.0123 0.000
H 0.2013 6.4769 -3.7806 0.000
H 0.5981 4.3753 -2.3894 0.000
H 1.7812 4.3903 3.2998 0.000
H 3.1849 6.1782 4.2239 0.000
H 3.5078 8.2236 3.0772 0.000
H 2.5545 8.6386 0.7575 0.000
H 1.1292 6.8443 -0.2515 0.000
H -1.2220 6.4331 1.5010 0.000
H -2.9448 7.6192 0.3801 0.000
H -3.5981 6.9812 -1.9881 0.000
H -2.7650 4.8729 -2.9215 0.000
H -1.0240 3.5921 -1.7461 0.000
F -2.0447 1.8521 -3.4946 0.000
B -2.0370 0.6023 -2.8548 0.000
F -3.2519 0.0044 -2.7710 0.000
F -1.0686 -0.2557 -3.4205 0.000
F -1.6951 1.0096 -1.4847 0.000
N 3.1154 1.9358 2.6259 0.000
C 3.1849 0.6524 2.3854 0.000
N 4.0959 0.2327 1.4662 0.000
N 2.3936 -0.2714 2.9110 0.000
C 1.0806 -0.0899 2.9629 0.000
N -0.0658 0.0540 2.8489 0.000
H 3.6786 2.6200 2.0882 0.000
H 2.2535 2.3853 2.9394 0.000
H 4.5694 0.9963 0.9285 0.000
H 3.7618 -0.5611 0.9338 0.000
Cl -4.5631 2.7540 0.7410 0.003
Si -3.3107 1.0899 1.3467 0.002
Cl -4.6814 -0.4059 0.8065 0.032
Cl -3.5007 1.1639 3.5393 0.000
C -0.5604 -7.6396 3.6245 0.001
C -0.8258 -6.5250 2.6289 0.009
C -1.1617 -5.2448 3.0572 -0.001
C -1.4397 -4.2189 2.1787 0.015
C -1.9022 -2.8990 2.7134 0.024
C -1.5657 -4.5646 0.7959 0.042
Te -2.7721 -3.2570 -0.3692 0.669
N -0.7317 -1.4793 0.1046 0.027
C 0.5092 -1.3979 0.0271 0.007
O 1.2845 -0.3688 -0.3325 0.007
C 1.3193 -2.6551 0.0369 0.002
C 2.3298 -3.0517 0.9633 0.001
C 3.1021 -4.1376 0.6264 0.000
C 3.0604 -4.7252 -0.6544 0.000
C 2.0152 -4.3810 -1.4743 0.000
C 1.1301 -3.3931 -1.1120 0.001
C -4.2719 -4.9114 -0.4582 0.035
C -4.9326 -5.1380 -1.7064 0.019
C -6.0313 -5.9789 -1.8869 -0.001
C -6.4962 -6.7056 -0.8196 0.012
C -5.9048 -6.5047 0.4065 -0.003
C -4.8373 -5.5807 0.6519 0.015
C -4.4477 -5.3980 2.1036 0.004
C -1.2800 -5.8281 0.3229 0.018
C -1.3943 -6.2301 -1.1204 0.018
C -0.8727 -6.8014 1.3004 -0.001
H -1.0716 -8.6139 3.4019 0.000
H -0.8987 -7.3104 4.6192 0.000
H 0.4903 -7.8193 3.7003 0.000
H -1.2346 -5.0451 4.1111 0.000
H -1.8536 -2.9715 3.8015 0.002
H -2.9472 -2.5955 2.5301 0.011
H -1.4037 -1.9782 2.3209 0.001
H 2.4474 -2.4922 1.8395 0.000
H 3.7917 -4.4424 1.4053 0.000
H 3.7470 -5.5512 -0.8750 0.000
H 1.9440 -4.8916 -2.4367 0.000
H 0.3646 -3.1376 -1.8694 0.003
H -4.6331 -4.6257 -2.5858 0.003
H -6.4974 -6.0877 -2.8340 0.000
H -7.3265 -7.3641 -0.8780 0.001
H -6.2726 -6.8594 1.3061 0.000
H -5.2367 -5.5481 2.8428 0.000
H -4.0234 -4.3564 2.2524 0.004
H -3.6003 -6.0516 2.3189 0.000
H -0.7742 -5.5978 -1.7389 0.003
H -2.4420 -6.2096 -1.4202 0.005
H -1.0854 -7.2734 -1.2926 0.001
H -0.5397 -7.8023 0.9914 0.000

***

No. 3
117
Properties=species:S:1:pos:R:3:lowdin_spin:R:1 method="wB97M-V/def2-TZVPD" e_above_lowest_kcal_mol=34.2 s2=0.79 multiplicity=2 charge=-1 energy_ev=-142449.3595 homo_ev="-2.779 / -5.027"
La 0.8864 0.4696 1.8882 0.008
S 6.1817 -1.4566 -0.2975 0.018
C 7.7739 -1.6553 -0.9242 0.037
C 8.1347 -0.6025 -1.7015 0.000
C 7.1282 0.3858 -1.7963 0.040
C 5.9931 0.0933 -1.0781 -0.002
C 4.8256 0.9131 -0.8478 0.094
C 3.7638 0.4816 -0.0366 -0.006
N 2.7680 1.2340 0.3710 0.098
C 2.7193 2.5452 -0.0367 0.075
C 3.6781 3.0357 -0.9769 0.037
C 3.5702 4.3900 -1.4385 -0.004
C 2.6391 5.2190 -0.9330 0.008
C 1.7157 4.7743 0.0736 0.028
C 0.8336 5.6471 0.6750 0.085
C -0.0331 5.1914 1.6986 0.102
C 0.0071 3.8202 1.9897 0.010
N 0.8211 2.9462 1.4179 0.119
C 1.7363 3.4078 0.4886 0.090
C -0.9058 6.1085 2.4031 -0.008
C -1.7133 5.9065 3.4923 0.044
C -2.3922 7.0731 3.9128 0.000
C -2.1142 8.1594 3.1470 0.043
S -1.0056 7.7762 1.8908 0.009
C 4.7180 2.2171 -1.3669 0.047
H 8.3389 -2.5370 -0.6749 0.002
H 9.0969 -0.5274 -2.1863 -0.001
H 7.2488 1.2905 -2.3724 0.004
H 3.7441 -0.5562 0.2878 -0.002
H 4.2728 4.7316 -2.1893 -0.001
H 2.5757 6.2527 -1.2522 0.000
H 0.8265 6.6893 0.3800 0.006
H -0.6893 3.4249 2.7225 -0.002
H -1.8215 4.9523 3.9835 0.002
H -3.0689 7.1014 4.7536 -0.001
H -2.4805 9.1680 3.2352 0.003
H 5.4566 2.5963 -2.0619 0.003
F -3.2709 -0.0148 2.6376 0.000
B -2.0721 -0.4021 2.2158 0.000
F -1.4540 0.6281 1.4484 0.001
F 0.9886 2.1483 4.8039 0.000
C 0.3531 1.1259 4.1089 0.000
F -1.0027 1.4210 4.2798 0.000
F 0.5400 0.0241 4.9485 0.000
Cl 0.7444 -1.0141 -0.2994 0.003
S -3.6631 3.6764 1.5640 0.000
C -3.1981 3.6623 -0.0035 0.000
N -2.1365 4.3121 -0.5086 0.002
C -1.7547 4.0374 -1.8773 0.001
C -3.0432 3.6502 -2.5892 0.000
S -4.0660 2.8444 -1.3086 0.000
H -1.4694 4.7127 0.1374 0.002
H -1.0217 3.2227 -1.9227 0.000
H -1.3096 4.9315 -2.3176 0.000
H -2.8859 2.9504 -3.4056 0.000
H -3.5886 4.5239 -2.9460 0.000
C 4.2081 -2.0843 3.0766 0.000
N 4.2886 -1.1618 4.1968 0.000
C 5.0796 -1.5722 5.3322 0.000
C 3.6731 0.0185 4.1411 0.000
O 3.0569 0.4404 3.1686 0.001
H 4.1946 -3.1065 3.4515 0.000
H 5.0576 -1.9538 2.4027 0.000
H 3.2857 -1.8919 2.5322 0.000
H 6.1226 -1.7110 5.0369 0.000
H 4.6991 -2.5118 5.7374 0.000
H 5.0324 -0.8116 6.1097 0.000
H 3.7784 0.6207 5.0552 0.000
C -7.6513 -4.0097 -3.4720 0.000
C -6.3566 -3.5963 -2.8252 0.000
C -6.2437 -2.4305 -2.0849 0.000
C -5.0347 -2.0362 -1.5184 0.000
C -5.0094 -0.7842 -0.6861 0.000
C -3.8795 -2.8105 -1.7022 0.000
Te -1.9809 -2.1263 -0.8584 0.000
N -1.5428 -1.6483 2.3695 0.000
C -0.3443 -2.1744 2.3447 0.000
O 0.7190 -1.5813 2.6975 0.000
C -0.2511 -3.6100 1.9410 0.000
C 0.9657 -4.1093 1.4895 0.000
C 1.0741 -5.4378 1.1086 0.000
C -0.0309 -6.2724 1.1935 0.000
C -1.2488 -5.7762 1.6399 0.000
C -1.3612 -4.4455 2.0046 0.000
C -0.9059 -2.1580 -2.7241 0.000
C -0.0877 -3.2437 -3.0060 0.000
C 0.7617 -3.2405 -4.1014 0.000
C 0.8233 -2.1227 -4.9161 0.000
C 0.0276 -1.0239 -4.6289 0.000
C -0.8384 -1.0244 -3.5405 0.000
C -1.6523 0.2003 -3.2262 0.000
C -4.0048 -4.0261 -2.3918 0.000
C -2.8523 -4.9808 -2.5395 0.000
C -5.2276 -4.3944 -2.9421 0.000
H -8.4254 -3.2580 -3.3217 0.000
H -8.0066 -4.9561 -3.0590 0.000
H -7.5169 -4.1553 -4.5456 0.000
H -7.1176 -1.8035 -1.9414 0.000
H -5.9291 -0.2112 -0.8029 0.000
H -4.1685 -0.1502 -0.9621 0.000
H -4.8955 -1.0339 0.3700 0.000
H 1.8068 -3.4345 1.4140 0.000
H 2.0159 -5.8283 0.7427 0.000
H 0.0502 -7.3101 0.8934 0.000
H -2.1060 -6.4346 1.6977 0.000
H -2.3050 -4.0339 2.3339 0.000
H -0.0976 -4.0975 -2.3397 0.000
H 1.3860 -4.1016 -4.3066 0.000
H 1.5004 -2.0942 -5.7607 0.000
H 0.0891 -0.1458 -5.2624 0.000
H -1.4423 1.0013 -3.9377 0.000
H -1.4096 0.5488 -2.2198 0.000
H -2.7188 -0.0343 -3.2512 0.000
H -2.2683 -5.0115 -1.6179 0.000
H -2.1879 -4.6606 -3.3413 0.000
H -3.2216 -5.9799 -2.7725 0.000
H -5.2956 -5.3341 -3.4814 0.000

***

Strongest force on any atom values, unit eV/Å, following the record order: 1.12 3.26 3.75.